The following is a quantum chemistry calculation of 5 unconnected molecules or ions with the total composition C12H23Cl8NO5P3S at a distorted geometry, from the Open Molecules 2025 dataset.

Structure (XYZ):
```
53
Properties=species:S:1:pos:R:3:forces:R:3
H -0.3618 2.5095 -0.6546 0.1 0.0 0.2
H -7.0413 3.7454 -2.3332 0.1 -0.1 0.0
H -3.6772 1.2825 -2.4682 0.3 -0.6 0.0
P 2.3568 2.2568 -0.4582 2.1 0.3 -1.8
C 4.0977 -1.8654 3.9752 0.0 -0.1 0.1
S 2.8425 -2.5744 -1.6233 0.2 -0.2 -0.3
C -1.2858 0.9079 -1.4808 -0.8 -0.9 -0.9
Cl -0.4553 -6.4129 -2.5391 0.0 0.0 0.0
H 0.7055 -3.5510 -1.1691 -0.1 -0.1 -0.1
H 0.3216 -1.8756 -2.4495 0.2 0.0 0.0
Cl -1.3735 -3.6469 -2.7865 -0.3 -0.2 -0.1
H 3.1986 -0.4308 -0.6096 0.0 0.1 0.1
H 3.0333 2.1620 1.6099 -0.1 -0.3 0.3
Cl -6.3600 1.8991 -1.0360 -0.2 0.0 -0.3
N -0.2185 1.5717 -1.0246 0.0 0.0 -0.2
H 1.9287 3.9604 0.7842 -0.2 0.4 0.0
O 3.1416 1.6121 0.8172 -0.7 0.1 0.1
H -7.9123 3.6517 -0.7783 0.0 -0.1 0.1
P -2.9329 1.6856 -1.3500 -0.1 1.6 0.5
H 5.0629 4.5879 3.9587 -0.1 0.1 0.0
H 2.0257 -2.3474 1.3183 0.2 0.2 0.0
C 0.1791 -0.8861 -2.0411 0.1 -0.1 -0.2
C 1.1782 -2.6183 0.7033 -0.3 -0.5 0.2
H 5.0918 3.4225 2.6121 -0.1 0.0 0.0
C 1.2751 -0.2042 -1.5217 -0.2 0.4 0.0
C -6.9512 3.5643 -1.2695 0.0 0.2 0.0
C -1.7239 -5.2633 -2.1330 0.0 -0.1 0.1
O -4.6558 -0.6765 -0.2106 -0.3 0.6 -0.1
C 1.5799 -3.3524 -0.5619 -0.1 0.5 0.2
H -4.7482 2.1292 0.9316 -0.2 0.1 0.3
C 1.0363 1.0784 -1.0299 -0.4 0.0 1.3
H 2.0064 -4.3122 -0.2882 0.2 -0.1 -0.1
Cl 3.7900 -0.7844 2.6025 0.0 0.1 0.1
H 0.5760 -3.3050 1.2994 -0.1 -0.1 0.1
O 1.4230 3.4415 0.1420 -0.6 -0.5 0.4
H 3.1806 -0.3887 -2.3715 0.3 0.0 0.0
H 0.5333 -1.7640 0.5259 0.1 0.3 0.0
Cl 5.1319 5.6431 1.8598 0.0 0.0 0.0
H -1.7968 -5.1839 -1.0550 0.0 0.1 0.0
H 3.9850 -1.2967 4.8898 0.0 0.1 0.0
C 2.6669 -0.7723 -1.4911 -0.4 -0.3 0.2
C 4.6807 4.3588 2.9717 0.2 0.1 -0.1
O -4.3743 1.3469 1.3652 -0.1 0.2 -0.8
Cl 5.7223 -2.5454 3.9233 0.0 0.0 0.0
C -1.0976 -0.3481 -2.0274 0.6 0.3 0.2
H 3.3789 -2.6756 3.9408 0.0 0.0 -0.1
Cl -5.8331 4.7299 -0.5715 0.0 0.0 0.0
P -3.6279 0.4323 0.3002 0.7 -1.3 0.9
H -1.9265 -0.9149 -2.4122 -0.2 0.0 0.0
O -2.4547 -0.2172 0.8878 0.3 0.1 -0.2
H -2.6609 -5.6035 -2.5558 0.0 0.0 -0.1
Cl 2.9071 4.1946 3.0942 0.0 -0.2 0.0
H -5.5679 -0.3571 -0.2118 -0.1 -0.3 0.0
```
Positions in Å, forces in eV/Å.

Output
Net charge: +1
HOMO-LUMO gap: 7.424 eV
Calculated total energy: -163422.7286 eV

Charge distribution, Löwdin scheme, values in e: H 0.13; H 0.04; H -0.07; P 0.89; C -1.01; S 0.89; C -0.48; Cl 0.54; H -0.01; H 0.04; Cl 0.59; H 0.05; H -0.01; Cl 0.57; N 0.09; H 0.00; O -0.33; H 0.04; P 0.88; H 0.03; H 0.02; C -0.02; C -0.13; H 0.03; C -0.23; C -0.95; C -0.98; O -0.16; C -0.52; H 0.01; C -0.23; H 0.07; Cl 0.54; H 0.08; O -0.28; H 0.10; H 0.06; Cl 0.55; H 0.03; H 0.03; C -0.44; C -0.98; O -0.17; Cl 0.53; C -0.05; H 0.03; Cl 0.54; P 0.21; H 0.09; O -0.29; H 0.03; Cl 0.57; H 0.03